(1)
ORCA calculation (ωB97M-V/def2-TZVPD) on an isolated molecule of C2H3NOS in a non-equilibrium geometry.

Structure (XYZ):
```
8
Properties=species:S:1:pos:R:3:forces:R:3:mulliken_charge:R:1
C -0.259 -0.387 -0.164 6.489 3.946 -2.235 0.112
C -1.517 0.098 0.082 -2.950 3.398 1.075 -0.007
H 2.553 0.906 0.154 1.514 -0.402 0.339 0.213
H 0.027 -1.339 -0.120 0.204 -4.238 0.543 0.421
H -1.357 1.177 0.599 -1.234 -1.701 -1.026 0.205
N 0.789 0.439 -0.416 -3.255 -3.285 1.861 -0.388
O -2.553 -0.487 -0.125 0.250 0.405 0.389 -0.436
S 2.318 -0.407 -0.011 -1.016 1.877 -0.947 -0.120
```
Forces are in eV/Å.

Values from the calculation:
Kohn-Sham gap   8.4 eV
Energy above the lowest of the compared OMol25 structures with the same formula, charge and spin   69.4 kcal per mole
Max |F|   7.9 eV/Å
SMILES   O=C/C=N/S


(2)
ORCA calculation (ωB97M-V/def2-TZVPD) on a structure of composition C2H3NOS in a non-equilibrium geometry.

Structure (XYZ):
```
8
Properties=species:S:1:pos:R:3:forces:R:3:mulliken_charge:R:1
C 0.735 -0.246 -0.821 -3.153 0.049 0.049 0.359
C -0.865 0.122 0.410 -0.734 0.267 0.741 -0.139
N 0.574 0.106 0.457 0.138 0.021 -0.009 -0.117
O -0.897 -0.257 -0.937 3.211 -0.179 -0.362 -0.404
S 1.840 -0.557 -1.899 0.280 -0.084 -0.325 -0.347
H -1.339 -0.619 1.066 0.109 0.089 -0.040 0.232
H -1.312 1.112 0.573 0.153 -0.125 0.036 0.234
H 1.265 0.340 1.151 -0.004 -0.038 -0.091 0.181
```
Forces are in eV/Å.

Values from the calculation:
Kohn-Sham gap   10.2 eV
Energy above the lowest of the compared OMol25 structures with the same formula, charge and spin   31.9 kcal per mole
Max |F|   3.2 eV/Å


(3)
ORCA calculation (ωB97M-V/def2-TZVPD) on an isolated molecule of C2H3NOS in a non-equilibrium geometry.

Structure (XYZ):
```
8
Properties=species:S:1:pos:R:3:forces:R:3:mulliken_charge:R:1
C 0.102 -0.136 -0.223 2.051 -1.757 -1.969 -0.082
C -0.136 0.186 1.178 0.064 0.231 0.867 -0.089
N -0.643 0.944 0.026 0.300 -0.682 -0.152 -0.333
O 1.115 -1.014 -2.838 0.116 -0.073 -0.804 -0.455
S 1.367 -1.334 -1.433 -2.481 2.246 2.495 0.247
H -0.808 -0.446 1.749 -0.024 -0.098 -0.147 0.231
H 0.610 0.703 1.771 -0.042 0.056 -0.066 0.215
H -1.608 1.096 -0.228 0.017 0.076 -0.225 0.266
```
Forces are in eV/Å.

Values from the calculation:
Kohn-Sham gap (spin up / spin down)   7.2 / 7.2 eV
Energy above the lowest of the compared OMol25 structures with the same formula, charge and spin   107.3 kcal per mole
Max |F|   4.2 eV/Å


(4)
ORCA calculation (ωB97M-V/def2-TZVPD) on a structure of composition C2H3NOS in a non-equilibrium geometry.

Structure (XYZ):
```
8
Properties=species:S:1:pos:R:3:forces:R:3:mulliken_charge:R:1
C 2.201 -1.147 1.428 -0.770 0.935 -0.329 -0.117
C -0.071 0.436 -0.160 1.564 -1.121 1.152 -0.218
N 0.677 -0.460 0.399 -0.530 -0.136 -0.729 -0.294
O 4.118 -2.634 1.120 0.301 -0.245 -0.123 -0.488
S 3.091 -1.942 0.310 -0.426 0.428 0.078 0.319
H -1.113 0.248 -0.399 0.015 -0.164 0.042 0.228
H 0.324 1.419 -0.368 0.203 0.101 -0.023 0.265
H 0.205 -1.348 0.551 -0.359 0.203 -0.069 0.306
```
Forces are in eV/Å.

Values from the calculation:
Kohn-Sham gap   8.7 eV
Energy above the lowest of the compared OMol25 structures with the same formula, charge and spin   126.0 kcal per mole
Max |F|   2.2 eV/Å


(5)
ORCA calculation (ωB97M-V/def2-TZVPD) on a cluster of 2 separate species, C2H3NOS2 in total in a non-equilibrium geometry.

Structure (XYZ):
```
9
Properties=species:S:1:pos:R:3:forces:R:3:mulliken_charge:R:1
C 2.763 -1.441 -0.285 -0.945 2.228 3.761 0.538
C -0.444 0.836 -1.129 0.627 3.121 1.973 -0.333
N 2.457 -0.784 0.687 0.120 0.070 -4.100 -0.360
O 2.967 -1.840 -1.318 0.889 -1.919 -3.828 -0.358
S -0.143 2.186 -0.186 -0.687 -1.591 -1.216 0.152
S 1.221 1.843 1.109 -0.008 0.637 0.284 -0.273
H 0.243 0.061 -0.909 0.041 -1.162 -0.362 0.128
H -1.243 0.967 -1.823 -0.229 -0.460 -0.542 0.305
H 2.503 -0.984 1.596 0.193 -0.924 4.030 0.199
```
Forces are in eV/Å.

Values from the calculation:
Kohn-Sham gap (spin up / spin down)   7.7 / 7.7 eV
Energy above the lowest of the compared OMol25 structures with the same formula, charge and spin   45.1 kcal per mole
Max |F|   4.5 eV/Å


(6)
ORCA calculation (ωB97M-V/def2-TZVPD) on an isolated molecule of C2H3NOS2 in a non-equilibrium geometry.

Structure (XYZ):
```
9
Properties=species:S:1:pos:R:3:forces:R:3:mulliken_charge:R:1
C 0.569 -0.375 0.957 4.597 -0.106 -2.338 -0.052
C -1.143 0.953 -0.179 -2.797 -1.187 -3.387 0.172
H 0.998 -1.443 -1.108 -0.175 0.480 -1.035 0.152
H 0.450 -0.168 2.011 -1.287 0.409 -0.258 0.352
H -1.789 0.831 -1.174 1.234 0.590 1.664 0.259
N -0.112 0.125 -0.139 2.824 -3.473 -0.514 -0.061
O -1.403 1.598 0.738 -1.840 3.452 3.635 -0.417
S 0.256 -0.448 -1.773 0.768 -0.859 1.298 -0.096
S 2.174 -1.073 0.666 -3.323 0.694 0.933 -0.310
```
Forces are in eV/Å.

Values from the calculation:
Kohn-Sham gap   8.0 eV
Energy above the lowest of the compared OMol25 structures with the same formula, charge and spin   58.7 kcal per mole
Max |F|   5.3 eV/Å
SMILES   O=CN(S)C=S


(7)
ORCA calculation (ωB97M-V/def2-TZVPD) on an isolated molecule of C2H3NOS2 in a non-equilibrium geometry.

Structure (XYZ):
```
9
Properties=species:S:1:pos:R:3:forces:R:3:mulliken_charge:R:1
C -0.984 -0.287 0.717 2.929 0.696 2.375 -0.069
C 0.070 0.014 1.643 -0.450 -0.738 -0.271 -0.205
N 0.151 0.320 -1.122 0.167 1.008 0.485 -0.138
O -0.931 -0.297 -0.590 0.702 0.048 -1.729 -0.089
S 1.511 0.699 1.234 0.590 0.397 0.178 -0.218
S 0.433 -0.097 -2.702 0.843 0.977 -0.791 -0.103
H -1.712 -0.938 1.007 -2.301 -1.290 0.933 0.354
H 0.088 -0.395 2.707 -1.066 0.447 -1.603 0.272
H 1.374 0.981 -2.892 -1.414 -1.545 0.423 0.196
```
Forces are in eV/Å.

Values from the calculation:
Kohn-Sham gap (spin up / spin down)   7.4 / 6.6 eV
Energy above the lowest of the compared OMol25 structures with the same formula, charge and spin   127.0 kcal per mole
Max |F|   3.8 eV/Å


(8)
ORCA calculation (ωB97M-V/def2-TZVPD) on a cluster of 2 separate species, C2H3NOS2 in total in a non-equilibrium geometry.

Structure (XYZ):
```
9
Properties=species:S:1:pos:R:3:forces:R:3:mulliken_charge:R:1
C 0.205 -2.501 3.136 0.305 -0.593 -1.238 0.541
C 1.411 1.084 -2.960 -1.555 -0.631 1.634 -0.429
N 0.994 -1.835 2.538 0.671 2.194 -2.126 -0.409
O -0.426 -3.308 3.666 -1.062 -0.576 1.293 -0.398
S 1.009 1.025 -1.336 1.270 0.948 -2.495 0.199
S 0.678 -0.758 -0.775 -0.392 -0.868 0.221 -0.294
H 1.137 0.265 -3.617 0.430 -0.377 0.348 0.264
H 1.623 1.989 -3.481 0.244 0.872 0.286 0.296
H 0.881 -1.336 1.595 0.089 -0.969 2.077 0.228
```
Forces are in eV/Å.

Values from the calculation:
Kohn-Sham gap (spin up / spin down)   7.8 / 7.8 eV
Energy above the lowest of the compared OMol25 structures with the same formula, charge and spin   37.4 kcal per mole
Max |F|   3.1 eV/Å


(9)
ORCA calculation (ωB97M-V/def2-TZVPD) on a structure of composition C2H3NOS2 in a non-equilibrium geometry.

Structure (XYZ):
```
9
Properties=species:S:1:pos:R:3:forces:R:3:mulliken_charge:R:1
C 0.048 -0.791 -0.116 0.536 -0.760 0.168 0.187
C 0.902 0.450 0.007 2.868 0.454 2.185 -0.423
N -1.212 -0.612 0.020 0.456 -0.353 -0.379 -0.233
O 0.240 1.591 -0.460 0.638 -0.228 -1.596 -0.250
S -2.503 -1.587 0.008 0.143 0.355 0.061 -0.170
S -1.185 1.693 0.244 -1.314 -0.603 0.637 0.057
H 0.554 -1.842 -0.321 -1.342 2.339 0.488 0.317
H 1.250 0.791 1.075 -0.988 -1.465 -1.129 0.236
H 1.906 0.307 -0.457 -0.996 0.260 -0.434 0.279
```
Forces are in eV/Å.

Values from the calculation:
Kohn-Sham gap (spin up / spin down)   6.5 / 7.4 eV
Energy above the lowest of the compared OMol25 structures with the same formula, charge and spin   97.7 kcal per mole
Max |F|   3.6 eV/Å


(10)
ORCA calculation (ωB97M-V/def2-TZVPD) on an isolated molecule of C2H3NP2 in a non-equilibrium geometry.

Structure (XYZ):
```
8
Properties=species:S:1:pos:R:3:forces:R:3:mulliken_charge:R:1
C -0.238 -0.381 -1.011 1.024 -1.489 1.959 -0.092
C 1.013 -0.314 0.891 0.893 2.281 1.610 -0.003
N 0.636 -0.978 -0.209 -0.982 -0.255 -2.241 -0.503
P 0.194 1.131 1.344 0.469 0.234 -0.053 -0.093
P -0.773 1.326 -0.628 0.073 -1.033 0.679 -0.128
H -0.725 -1.097 -1.665 0.059 0.562 -0.664 0.411
H 1.951 -0.541 1.511 -1.623 -0.437 -1.087 0.319
H -2.058 0.852 -0.233 0.088 0.137 -0.202 0.090
```
Forces are in eV/Å.

Values from the calculation:
Kohn-Sham gap   8.1 eV
Energy above the lowest of the compared OMol25 structures with the same formula, charge and spin   14.0 kcal per mole
Max |F|   2.9 eV/Å
SMILES   C1=NC=P#[PH]1


(11)
ORCA calculation (ωB97M-V/def2-TZVPD) on a structure of composition C2H3NP2 in a non-equilibrium geometry.

Structure (XYZ):
```
8
Properties=species:S:1:pos:R:3:forces:R:3:mulliken_charge:R:1
C 0.410 0.455 -1.194 -1.270 -2.027 -3.328 -0.125
C -0.076 0.274 0.005 -0.180 0.532 2.188 -0.246
N 1.627 0.892 -1.513 1.200 1.055 0.614 -0.391
P 0.844 1.054 1.265 0.500 1.294 -1.147 -0.143
P 2.468 1.331 -0.254 1.448 0.512 1.195 0.094
H -0.105 0.007 -2.027 -0.603 0.182 -0.379 0.360
H -1.029 -0.114 0.148 -1.522 -0.751 0.225 0.392
H 1.050 0.124 2.241 0.429 -0.798 0.632 0.059
```
Forces are in eV/Å.

Values from the calculation:
Kohn-Sham gap   8.1 eV
Energy above the lowest of the compared OMol25 structures with the same formula, charge and spin   8.7 kcal per mole
Max |F|   4.1 eV/Å


(12)
ORCA calculation (ωB97M-V/def2-TZVPD) on a cluster of 2 separate species, C2H3NS2 in total in a non-equilibrium geometry.

Structure (XYZ):
```
8
Properties=species:S:1:pos:R:3:forces:R:3:mulliken_charge:R:1
C -1.227 -0.837 0.301 4.603 2.029 0.025 -0.050
C 0.715 0.148 0.214 -3.238 -2.702 1.450 -0.084
N -2.239 -1.345 0.265 -2.668 -1.286 -0.089 -0.361
S 0.350 1.629 1.013 0.356 1.000 0.598 -0.123
S 1.061 0.053 -1.470 0.578 1.554 -0.251 -0.068
H 1.074 -0.655 0.951 -0.081 1.524 -1.333 0.335
H -0.599 2.228 0.241 0.527 -0.634 -0.195 0.185
H 0.864 -1.222 -1.513 -0.076 -1.486 -0.204 0.166
```
Forces are in eV/Å.

Values from the calculation:
Kohn-Sham gap (spin up / spin down)   8.9 / 8.9 eV
Energy above the lowest of the compared OMol25 structures with the same formula, charge and spin   65.4 kcal per mole
Max |F|   5.0 eV/Å